{"formula": "C42H52BaN3O3Se", "method": "ωB97M-V with the def2-TZVPD basis set", "charge": -1, "orbital_gap_ha": 0.2389, "symbols": ["Ba", "C", "C", "N", "N", "C", "O", "C", "C", "C", "C", "C", "C", "C", "C", "C", "C", "C", "N", "H", "H", "H", "H", "H", "H", "H", "H", "H", "H", "H", "H", "C", "C", "C", "C", "C", "C", "C", "Se", "C", "C", "C", "C", "C", "C", "O", "C", "C", "C", "C", "C", "C", "C", "C", "C", "O", "C", "C", "C", "C", "C", "C", "H", "H", "H", "H", "H", "H", "H", "H", "H", "H", "H", "H", "H", "H", "H", "H", "H", "H", "H", "H", "H", "H", "H", "H", "H", "H", "H", "H", "H", "H", "H", "H", "H", "H", "H", "H", "H", "H", "H", "H"], "coordinates": [[-1.293, 0.701, 1.764], [-2.343, 3.005, 6.332], [-2.011, 2.083, 5.207], [-2.194, 2.323, 3.967], [-2.807, 3.499, 3.763], [-2.872, 3.802, 2.455], [-2.264, 3.189, 1.562], [-3.706, 4.994, 1.976], [-3.672, 5.299, 0.639], [-4.430, 6.383, 0.269], [-5.075, 7.244, 1.198], [-5.118, 6.934, 2.486], [-4.480, 5.757, 2.900], [-1.518, 0.764, 5.644], [-1.375, 0.396, 6.970], [-0.862, -0.829, 7.295], [-0.769, -1.837, 6.399], [-1.103, -1.447, 5.058], [-1.298, -0.182, 4.669], [-1.472, 3.367, 6.843], [-3.034, 2.580, 6.963], [-2.822, 3.895, 5.937], [-3.281, 4.577, -0.060], [-4.613, 6.535, -0.780], [-5.609, 8.082, 0.791], [-5.736, 7.502, 3.139], [-4.445, 5.353, 3.919], [-1.529, 1.050, 7.805], [-0.751, -1.152, 8.299], [-0.362, -2.798, 6.653], [-1.141, -2.226, 4.298], [3.821, -4.784, -1.893], [3.825, -3.300, -1.602], [3.325, -2.480, -2.849], [5.311, -2.811, -1.390], [2.908, -2.895, -0.426], [1.546, -3.147, -0.570], [0.652, -2.558, 0.247], [-1.215, -2.489, -0.198], [-1.286, -1.525, -1.797], [-1.505, -2.225, -2.951], [-1.361, -1.542, -4.181], [-0.938, -0.248, -4.191], [-0.627, 0.513, -3.012], [-0.968, -0.155, -1.791], [-0.804, 0.408, -0.620], [-0.007, 1.959, -3.248], [1.217, 1.903, -4.128], [0.377, 2.643, -1.933], [-1.108, 2.747, -4.015], [-1.484, -2.295, -5.528], [-0.450, -3.448, -5.507], [-2.953, -2.786, -5.811], [-1.155, -1.394, -6.802], [1.046, -1.800, 1.435], [0.159, -1.268, 2.217], [2.442, -1.678, 1.673], [3.291, -2.235, 0.717], [2.905, -1.163, 3.048], [4.345, -1.144, 3.140], [2.376, -2.109, 4.209], [2.347, 0.280, 3.402], [4.500, -5.082, -2.818], [2.814, -5.101, -2.012], [4.260, -5.303, -1.015], [4.113, -2.455, -3.608], [3.019, -1.508, -2.544], [2.414, -3.010, -3.169], [5.979, -3.140, -2.226], [5.725, -3.209, -0.479], [5.385, -1.697, -1.337], [1.105, -3.631, -1.440], [-1.556, -3.279, -2.881], [-0.724, 0.194, -5.171], [1.023, 1.280, -5.070], [1.970, 1.326, -3.638], [1.609, 2.870, -4.258], [1.046, 2.006, -1.346], [-0.447, 2.949, -1.252], [0.880, 3.579, -2.198], [-1.232, 2.516, -5.086], [-0.824, 3.805, -3.921], [-1.986, 2.673, -3.379], [-0.564, -4.054, -4.659], [0.559, -2.961, -5.296], [-0.419, -3.934, -6.453], [-3.435, -3.024, -4.929], [-2.816, -3.532, -6.530], [-3.438, -1.888, -6.284], [-0.070, -1.111, -6.887], [-1.604, -0.453, -6.805], [-1.391, -1.861, -7.728], [4.374, -2.172, 0.841], [4.731, -2.275, 3.023], [4.729, -0.752, 4.087], [4.747, -0.525, 2.343], [2.730, -3.150, 4.196], [1.290, -2.161, 4.136], [2.687, -1.558, 5.131], [2.645, 1.024, 2.657], [2.823, 0.580, 4.383], [1.300, 0.206, 3.616]], "forces_ev_per_a": [[0.021, -0.243, -0.176], [0.484, 1.784, -2.014], [0.618, -0.798, 1.443], [-0.048, -0.046, 0.258], [-1.061, 1.560, -1.405], [-0.221, 0.219, 0.430], [0.403, -0.577, -0.890], [0.042, -0.162, 2.854], [-1.238, 0.115, -0.031], [-0.444, 0.881, -0.249], [0.562, -0.406, -3.730], [0.212, -1.759, 2.355], [1.413, -0.882, -0.423], [0.241, -1.165, -1.246], [0.458, 1.008, 0.274], [-0.651, -1.141, 0.714], [-0.214, 0.901, -2.769], [0.959, -0.291, 0.624], [-0.979, -0.563, 0.979], [0.592, -0.168, 0.541], [-1.357, -1.169, 1.833], [0.003, 0.013, -0.182], [0.410, 0.213, -0.102], [0.167, 0.391, -0.312], [-0.197, 0.327, -0.019], [-0.177, 0.404, 0.699], [-0.284, 0.523, -0.302], [-0.239, 0.573, -0.075], [0.420, 0.414, 1.140], [-0.266, -0.359, -0.105], [0.242, 0.409, -0.229], [2.347, -0.544, -0.520], [1.474, 2.172, -0.250], [-0.223, -2.018, 0.629], [-0.412, 0.284, -0.564], [-0.144, -1.159, -0.782], [0.040, 0.204, -1.268], [-0.811, 1.775, 2.013], [-0.784, -0.984, 1.277], [0.170, -0.258, -0.875], [0.722, 1.362, -1.034], [-0.535, -1.327, -0.936], [0.989, 1.781, 0.983], [-0.516, -1.006, -1.267], [1.577, 1.864, 0.689], [-0.245, 0.374, -0.314], [-1.898, -1.475, 0.226], [-0.577, -2.678, -0.806], [-0.330, 0.606, 0.269], [0.790, 1.051, 1.266], [-0.085, 0.684, -0.710], [1.220, 2.806, 0.187], [2.110, 3.241, -0.912], [2.415, -0.904, 1.476], [-0.219, -0.350, -0.787], [0.289, -0.317, 0.012], [-0.804, -0.669, 0.373], [1.505, 0.276, 0.203], [-2.717, -0.077, 0.545], [3.018, -2.261, -0.212], [-0.040, 1.138, -0.363], [1.612, -0.835, 1.005], [-1.553, 0.716, 1.656], [-0.804, -0.626, -0.360], [-0.304, 0.071, -0.456], [-0.343, -0.013, -0.149], [-0.022, 0.944, 0.147], [0.326, 0.385, -0.533], [-0.676, 0.146, 0.492], [0.257, -0.219, 0.458], [-0.211, -0.801, -0.016], [0.396, -0.165, -0.043], [-0.482, -0.941, -0.149], [-0.142, -0.004, 0.608], [0.227, 1.448, 0.927], [0.769, -0.408, 0.571], [0.389, 1.295, -0.773], [-0.044, 0.143, -0.170], [0.204, -0.514, -0.644], [0.250, -0.001, 0.073], [-0.128, -0.267, 0.664], [-0.002, 0.045, -0.404], [-0.589, -0.194, -0.572], [-0.550, -1.377, 0.826], [-1.031, -0.532, -0.593], [0.049, -0.826, -0.608], [-1.132, -0.961, 1.616], [-0.566, -1.504, -1.011], [-0.030, -1.009, 0.474], [-0.626, -0.591, 0.306], [-1.370, 1.422, 0.215], [-0.403, -0.803, -0.648], [-0.297, 0.280, 0.214], [-0.437, 2.557, 0.184], [-0.168, -0.129, 0.012], [0.462, -0.046, -0.193], [0.384, 0.440, -0.147], [0.031, 0.165, 0.194], [-0.368, -0.847, -0.290], [-0.354, -0.105, -0.044], [-0.290, -0.181, -0.936], [-0.629, 0.244, -0.338]]}

=====

{"formula": "C33H36F6Ge2N5O7S2SiTi", "method": "ωB97M-V with the def2-TZVPD basis set", "charge": -2, "orbital_gap_ha": [0.1587, 0.1630], "relative_energy_kcal_mol": 71.90, "spin_multiplicity": 2, "symbols": ["Ti", "O", "C", "N", "C", "O", "C", "C", "C", "C", "C", "N", "C", "C", "C", "C", "C", "N", "H", "H", "H", "H", "H", "H", "H", "H", "F", "C", "F", "F", "S", "O", "O", "N", "S", "O", "O", "C", "F", "F", "F", "C", "Si", "C", "C", "O", "H", "H", "H", "H", "H", "H", "H", "H", "H", "C", "Ge", "C", "C", "Ge", "C", "C", "C", "C", "C", "C", "C", "C", "C", "C", "C", "C", "H", "H", "H", "H", "H", "H", "H", "H", "H", "H", "H", "H", "H", "H", "H", "H", "H", "H", "H", "N", "C"], "coordinates": [[-0.742, -0.731, -1.144], [-1.017, 0.850, -4.724], [-1.120, 0.744, -3.503], [-1.762, -0.302, -2.824], [-2.690, -1.160, -3.354], [-3.464, -0.950, -4.283], [-2.669, -2.427, -2.601], [-3.470, -3.504, -2.941], [-3.348, -4.711, -2.276], [-2.357, -4.804, -1.259], [-1.584, -3.719, -0.970], [-1.702, -2.516, -1.603], [-0.525, 1.659, -2.542], [0.024, 2.904, -2.972], [0.112, 3.951, -2.126], [-0.539, 3.843, -0.812], [-0.931, 2.461, -0.338], [-0.632, 1.347, -1.196], [-4.177, -3.352, -3.746], [-3.968, -5.560, -2.532], [-2.189, -5.728, -0.719], [-0.803, -3.773, -0.221], [0.346, 2.965, -4.006], [0.591, 4.882, -2.405], [-0.262, 4.561, -0.050], [-1.681, 1.463, 1.367], [-0.154, -2.284, -4.762], [0.894, -2.866, -4.202], [0.475, -3.755, -3.303], [1.578, -3.523, -5.151], [1.975, -1.594, -3.419], [1.084, -0.902, -2.489], [2.470, -0.809, -4.505], [3.063, -2.505, -2.770], [3.541, -2.328, -1.234], [5.005, -2.190, -1.164], [0.717, -1.775, 0.027], [3.324, -4.133, -0.800], [4.132, -4.934, -1.496], [3.635, -4.294, 0.513], [2.070, -4.551, -0.961], [-1.618, -2.672, 2.521], [-2.628, -1.338, 1.650], [-3.090, -0.095, 2.994], [-4.211, -2.106, 1.000], [-1.821, -0.601, 0.468], [-2.069, -2.925, 3.486], [-0.594, -2.337, 2.705], [-1.570, -3.583, 1.922], [-3.623, -0.600, 3.806], [-3.734, 0.698, 2.606], [-2.203, 0.382, 3.423], [-4.917, -2.348, 1.800], [-3.995, -3.018, 0.438], [-4.695, -1.408, 0.312], [2.848, -0.797, 2.748], [1.773, 0.771, 3.349], [3.039, 2.095, 4.073], [0.695, 0.113, 4.864], [0.796, 0.975, 1.097], [2.233, 1.976, 0.210], [2.851, 1.472, -0.932], [3.825, 2.200, -1.601], [4.184, 3.459, -1.144], [3.568, 3.983, -0.015], [2.606, 3.243, 0.659], [-0.825, 2.093, 1.127], [-0.702, 3.201, 2.121], [-1.603, 4.174, 2.283], [-2.800, 4.365, 1.469], [-2.972, 4.008, 0.186], [-2.024, 3.415, -0.761], [3.138, -1.439, 3.581], [3.757, -0.482, 2.228], [2.185, -2.557, 1.728], [3.664, 1.628, 4.838], [2.510, 2.935, 4.529], [3.680, 2.478, 3.280], [1.346, -0.287, 5.644], [0.019, -0.676, 4.532], [0.092, 0.916, 5.291], [2.537, 0.518, -1.330], [4.281, 1.785, -2.492], [4.933, 4.037, -1.672], [3.834, 4.973, 0.340], [2.131, 3.671, 1.536], [0.158, 3.197, 2.789], [-1.451, 4.883, 3.093], [-3.629, 4.868, 1.957], [-3.950, 4.219, -0.239], [-2.427, 3.187, -1.741], [1.985, -1.571, 1.855], [1.234, -1.029, 0.883]], "forces_ev_per_a": [[-1.032, 1.259, -0.444], [-0.117, -0.086, -0.025], [0.234, 0.523, 0.142], [0.016, -0.486, 0.287], [0.115, 0.230, -0.009], [-0.036, -0.036, -0.015], [0.330, -0.320, 0.205], [-0.054, -0.005, 0.083], [0.132, 0.007, 0.117], [-0.168, -0.022, -0.155], [0.036, 0.113, -0.017], [0.051, -0.016, -0.207], [-0.209, -0.236, -0.342], [0.082, -0.021, 0.020], [0.018, 0.020, -0.021], [0.036, -0.045, -0.060], [-0.113, 0.009, 0.144], [0.188, -0.670, 0.182], [-0.005, 0.003, 0.002], [0.002, -0.005, 0.007], [-0.007, -0.007, -0.005], [0.009, 0.012, -0.011], [0.009, 0.002, -0.003], [-0.009, 0.010, 0.007], [0.006, -0.012, 0.012], [0.040, -0.017, 0.009], [0.001, -0.018, -0.003], [0.020, 0.031, -0.025], [0.003, -0.022, -0.016], [-0.005, -0.011, 0.000], [-0.117, 0.075, -0.045], [0.132, -0.204, 0.150], [0.004, -0.002, -0.002], [-0.037, -0.002, -0.011], [0.033, 0.043, -0.010], [-0.001, 0.003, 0.004], [0.058, 0.217, 0.063], [0.003, -0.016, 0.028], [-0.009, 0.008, 0.001], [-0.023, 0.021, 0.006], [-0.006, 0.009, 0.002], [0.027, 0.008, -0.011], [-0.175, -0.032, 0.004], [0.016, 0.029, -0.021], [0.001, -0.002, -0.007], [0.422, -0.122, -0.222], [-0.015, -0.004, 0.000], [-0.005, 0.002, 0.010], [0.019, 0.002, -0.001], [-0.011, 0.004, 0.008], [0.012, 0.004, -0.013], [-0.002, -0.008, 0.003], [0.010, -0.020, 0.008], [-0.006, 0.006, -0.018], [-0.018, 0.005, 0.017], [-0.056, -0.017, 0.008], [-0.034, 0.019, -0.002], [0.030, -0.033, 0.005], [-0.013, -0.006, -0.021], [0.583, -0.009, 0.036], [-0.012, -0.031, -0.028], [-0.015, 0.015, -0.018], [0.002, 0.007, 0.003], [-0.001, -0.004, -0.002], [-0.007, 0.006, 0.006], [0.005, -0.017, 0.028], [-0.121, -0.074, -0.074], [-0.036, 0.003, -0.019], [0.001, 0.010, -0.006], [-0.005, 0.011, 0.030], [-0.008, -0.018, -0.045], [-0.001, 0.034, 0.057], [-0.016, 0.002, 0.007], [0.010, -0.006, 0.017], [0.004, -0.006, -0.018], [0.003, 0.021, 0.011], [-0.017, 0.001, -0.015], [0.006, 0.005, 0.001], [-0.006, 0.005, 0.009], [0.000, -0.010, 0.009], [-0.006, 0.007, -0.016], [-0.007, -0.055, -0.017], [-0.005, 0.000, -0.002], [-0.001, 0.001, 0.000], [0.000, -0.001, -0.001], [-0.002, 0.000, 0.007], [-0.003, 0.000, 0.012], [0.002, 0.000, 0.001], [0.001, 0.002, 0.005], [-0.001, 0.009, -0.002], [0.019, -0.017, -0.006], [0.246, -0.103, -0.281], [-0.425, 0.040, 0.516]]}

=====

{"formula": "C7H13N", "method": "ωB97M-V with the def2-TZVPD basis set", "orbital_gap_ha": 0.3323, "relative_energy_kcal_mol": 35.70, "symbols": ["C", "C", "C", "C", "C", "N", "C", "C", "H", "H", "H", "H", "H", "H", "H", "H", "H", "H", "H", "H", "H"], "coordinates": [[-0.106, 0.383, -0.778], [0.856, 0.944, 0.387], [0.282, -1.040, -1.178], [-1.550, 0.410, -0.282], [0.050, 1.310, -1.981], [0.268, -1.833, 3.165], [0.584, -0.832, 2.318], [0.795, 0.015, 1.484], [-0.285, -1.544, 3.966], [1.050, -2.427, 3.418], [0.538, 1.939, 0.706], [1.865, 0.984, -0.030], [0.191, -1.714, -0.332], [-0.372, -1.402, -1.970], [1.306, -1.070, -1.542], [-1.651, -0.181, 0.625], [-1.868, 1.430, -0.072], [-2.219, -0.002, -1.038], [1.078, 1.310, -2.343], [-0.592, 0.986, -2.799], [-0.219, 2.333, -1.723]], "forces_ev_per_a": [[0.463, 0.843, 0.442], [-0.822, -0.900, -1.482], [0.014, 0.274, 0.194], [0.160, -0.012, -0.126], [-0.072, -0.094, 0.074], [0.030, -0.348, 0.530], [0.128, 0.746, -0.861], [0.020, -0.706, 1.458], [0.229, -0.141, -0.148], [-0.238, 0.134, 0.064], [0.056, 0.008, -0.184], [0.042, 0.203, 0.114], [0.019, -0.123, 0.109], [-0.069, 0.026, -0.106], [0.172, -0.053, -0.052], [-0.056, -0.061, 0.089], [-0.043, 0.103, 0.057], [-0.053, -0.024, -0.050], [0.103, 0.004, -0.042], [-0.057, 0.006, -0.090], [-0.028, 0.116, 0.009]]}